# 1
Entry from the OMol25 dataset: a molecular structure, C38H38N8O6PbS2 (ωB97M-V with the def2-TZVPD basis set).

```
93
Properties=species:S:1:pos:R:3:forces:R:3
Pb -0.50827 0.70822 -2.12835 -0.293 -0.029 0.030
O 1.58806 -2.49606 1.20188 -0.007 0.135 -0.146
C 2.10606 -3.44268 0.38555 0.012 -0.060 0.048
C 2.57955 -4.61354 0.96693 0.000 0.010 -0.053
C 3.12203 -5.60163 0.17053 0.015 -0.023 0.023
C 3.21193 -5.45028 -1.21572 -0.004 0.038 -0.005
C 2.74542 -4.29665 -1.79760 0.049 -0.066 -0.014
C 2.17597 -3.27515 -1.01673 -0.112 0.005 -0.008
C 1.62084 -2.07701 -1.62249 0.010 0.014 0.153
O 1.14587 -1.15132 -0.94754 -0.013 0.043 -0.238
N 1.73876 -1.99007 -3.02134 0.306 -0.289 -0.135
N 0.98925 -1.15027 -3.63302 -0.082 0.499 0.222
C 0.63222 -1.15239 -4.86288 0.063 -0.268 0.081
C -0.01195 0.00244 -5.49656 -0.083 0.016 -0.118
C -0.23579 -0.05665 -6.86705 0.005 0.071 0.066
C -0.80710 1.03775 -7.50071 -0.011 0.022 -0.033
C -1.14924 2.14324 -6.74445 0.004 0.014 0.049
C -0.91824 2.11026 -5.37354 -0.039 0.040 -0.004
N -0.36334 1.07316 -4.75686 0.232 -0.216 -0.015
H 1.34639 -1.74443 0.61518 0.017 -0.057 0.026
H 2.51850 -4.72438 2.04107 -0.006 0.003 -0.007
H 3.49323 -6.50694 0.63352 -0.005 0.009 -0.002
H 3.65425 -6.22699 -1.82297 -0.004 -0.001 0.016
H 2.82873 -4.15898 -2.86701 -0.033 0.033 0.010
H 0.78216 -2.05174 -5.45897 -0.042 0.028 -0.022
H 0.04644 -0.93829 -7.42687 0.002 0.000 0.009
H -0.97902 1.02483 -8.56863 0.004 -0.005 0.008
H -1.58933 3.02233 -7.19384 0.000 -0.016 -0.004
H -1.19385 2.95019 -4.74519 0.013 -0.006 -0.011
O -2.21385 2.67507 1.11888 0.085 -0.010 -0.138
C -1.98686 2.59329 -0.08685 -0.053 -0.006 0.108
N -0.77268 2.58651 -0.70004 -0.120 0.107 0.109
C 0.31028 3.17541 -0.09381 0.164 0.034 -0.009
O 0.31073 3.88041 0.89202 -0.052 -0.094 -0.084
C 1.62438 2.91541 -0.81029 0.022 -0.011 0.034
C 2.76272 3.57936 -0.38199 -0.035 0.000 -0.018
C 3.96282 3.31977 -1.02284 0.046 0.000 -0.018
C 3.99178 2.39426 -2.05579 -0.044 -0.013 0.008
C 2.81125 1.76551 -2.41150 0.042 0.058 -0.044
N 1.65018 2.02882 -1.81073 -0.092 -0.064 0.000
C -3.15540 2.37687 -1.02422 0.113 -0.049 -0.035
C -4.44005 2.68505 -0.61204 -0.033 0.034 0.025
C -5.48566 2.46990 -1.49585 -0.014 -0.010 -0.034
C -5.21370 1.91833 -2.73909 0.018 0.011 0.023
C -3.90004 1.60924 -3.05276 -0.032 -0.004 -0.035
N -2.88682 1.85389 -2.22579 0.006 0.008 0.047
H 2.67786 4.28134 0.43517 -0.004 0.001 0.004
H 4.86796 3.83043 -0.72140 -0.014 0.002 0.005
H 4.90802 2.16248 -2.58028 -0.007 -0.001 0.007
H 2.79041 1.03337 -3.21117 -0.012 0.011 0.013
H -4.59624 3.09129 0.37692 0.007 0.000 -0.003
H -6.50055 2.72362 -1.21945 0.016 -0.004 0.010
H -6.00268 1.73135 -3.45435 0.011 -0.005 0.006
H -3.64767 1.14911 -4.00300 0.000 0.035 0.016
C -2.18602 -4.05193 -2.02020 0.044 -0.065 0.012
S -3.23221 -2.60285 -1.98255 -0.045 -0.012 0.106
C -3.88869 -2.73406 -3.63838 -0.015 -0.067 -0.080
O -2.29061 -1.42725 -2.01496 0.119 0.087 -0.015
H -2.80396 -4.94870 -2.06608 -0.001 0.022 -0.010
H -1.61853 -4.05264 -1.09066 0.008 -0.011 -0.012
H -1.51297 -3.99800 -2.87687 -0.019 0.013 0.013
H -4.39443 -3.69250 -3.75808 -0.012 0.033 0.023
H -3.06291 -2.64291 -4.34485 -0.017 -0.001 0.003
H -4.60339 -1.92546 -3.77530 0.012 0.011 -0.009
C 2.32521 -1.91879 5.26904 0.003 -0.126 0.001
C 2.20564 -0.40400 5.34508 -0.001 0.096 0.030
C 2.09757 0.24576 3.97434 0.010 0.012 -0.172
N 0.89768 -0.19614 3.23684 -0.078 0.090 0.092
C -0.05960 0.54348 2.70730 0.002 -0.010 -0.135
S -1.02746 -0.25502 1.49362 -0.161 -0.003 -0.065
N -0.33443 1.80633 2.96894 0.061 -0.082 0.142
C 0.10489 2.57608 4.14400 0.089 0.115 -0.172
O 0.68268 3.60129 3.95165 -0.073 -0.030 0.073
C -0.24200 2.00873 5.45973 -0.006 0.005 0.051
C 0.42263 2.53571 6.56840 -0.025 -0.037 -0.009
C 0.15165 2.03735 7.82967 0.018 0.006 0.003
C -0.78917 1.02655 7.98729 -0.008 -0.012 0.044
C -1.46636 0.51421 6.88838 0.003 0.001 0.011
C -1.19321 1.00269 5.62146 0.017 0.006 0.007
H 2.52778 -2.34186 6.25183 -0.011 0.022 0.000
H 3.13846 -2.22511 4.60621 -0.005 0.024 0.010
H 1.40199 -2.38481 4.91378 0.011 0.018 -0.011
H 3.08693 0.02231 5.82961 0.015 -0.031 -0.028
H 1.34843 -0.11858 5.95558 -0.016 0.000 0.011
H 2.94678 -0.04925 3.35219 0.032 0.012 0.043
H 2.09637 1.33254 4.01632 0.013 -0.051 0.072
H 0.87566 -1.17792 2.98672 0.042 -0.030 0.038
H -0.89646 2.33075 2.26577 0.000 0.010 0.069
H 1.14492 3.32798 6.42290 -0.005 -0.001 -0.004
H 0.66765 2.43704 8.69227 -0.008 0.000 -0.011
H -1.00357 0.64370 8.97672 0.001 -0.002 -0.016
H -2.21214 -0.25741 7.02425 0.002 0.008 -0.014
H -1.74057 0.61561 4.77193 -0.009 0.006 -0.016
```
Forces are in eV/Å.

Summary:
**E_LUMO (spin up / spin down)**: -7.27 / -7.88 eV
**HOMO-LUMO gap (spin up / spin down)**: 0.22578 / 0.20296 hartree
**HOMO energy (spin up / spin down)**: -0.49292 / -0.49246 Ha
**Max |F|**: 0.6 eV/A
**E**: -91133.36091 eV
**Total charge**: +2

=====

# 2
Entry from the OMol25 dataset: a molecular structure, C38H39BiF6N3O6P2S6 (ωB97M-V with the def2-TZVPD basis set).

```
101
Properties=species:S:1:pos:R:3:forces:R:3
Bi -0.38490 -0.53710 -0.29250 0.200 0.854 0.098
O -1.21250 1.10170 1.31140 -0.067 -0.611 -0.157
P -1.09170 2.58280 1.10580 0.103 1.020 0.086
C 0.09690 2.94330 -0.25300 -0.586 -0.313 -0.219
P -0.52030 2.44610 -1.91420 -0.087 1.466 -0.404
O -1.10570 1.05660 -1.92930 -0.073 -0.373 0.142
C -1.84530 3.60290 -2.33030 0.245 -0.147 -0.037
C -3.01550 3.11690 -2.89360 0.077 -0.103 -0.046
C -4.00970 3.99280 -3.29370 -0.004 0.096 -0.086
C -3.83490 5.35690 -3.12330 -0.001 -0.027 -0.079
C -2.66080 5.84560 -2.56850 0.052 0.097 0.032
C -1.65960 4.97150 -2.18690 -0.055 -0.005 -0.037
C 0.75160 2.87510 -3.13860 -0.341 0.078 0.190
C 0.46090 2.61190 -4.47150 -0.109 0.009 0.031
C 1.39530 2.89080 -5.45460 -0.049 0.063 0.018
C 2.60600 3.47210 -5.11490 -0.119 -0.044 -0.021
C 2.87670 3.77540 -3.79210 0.102 0.091 0.089
C 1.95690 3.47660 -2.80290 -0.020 -0.007 -0.012
C -2.70610 3.32240 0.75040 0.504 -0.194 0.321
C -3.67190 2.52120 0.15370 0.038 -0.053 0.147
C -4.92540 3.04000 -0.11390 -0.007 -0.005 0.084
C -5.22010 4.34870 0.23030 0.033 -0.016 0.021
C -4.26350 5.13860 0.84870 0.051 0.126 0.046
C -3.00380 4.63130 1.11090 0.051 -0.069 -0.009
C -0.35210 3.33560 2.57360 -0.300 -0.093 -0.422
C 0.25020 4.58930 2.57610 -0.013 -0.058 -0.017
C 0.81610 5.06520 3.74470 0.076 0.142 -0.019
C 0.78800 4.30090 4.90100 -0.040 -0.018 -0.039
C 0.17220 3.06010 4.90030 0.062 0.030 0.074
C -0.40330 2.58020 3.73920 -0.100 -0.099 -0.131
H 1.00910 2.37760 -0.04010 0.042 0.142 0.068
H 0.31710 4.01050 -0.26300 0.067 0.028 -0.017
H -3.12960 2.05030 -3.00950 -0.115 -0.148 -0.001
H -4.91920 3.61510 -3.73840 -0.044 -0.036 -0.017
H -4.60500 6.04460 -3.44260 -0.054 0.032 0.023
H -2.52450 6.90950 -2.43930 0.015 0.065 -0.022
H -0.72780 5.35050 -1.79250 0.093 0.153 0.056
H -0.48580 2.15630 -4.73040 -0.048 -0.019 -0.087
H 1.18620 2.64880 -6.48440 -0.076 -0.015 -0.117
H 3.33390 3.68420 -5.88150 0.100 0.039 -0.075
H 3.81560 4.23360 -3.52320 0.106 0.040 0.027
H 2.20330 3.68910 -1.77520 0.058 -0.006 0.170
H -3.44180 1.49360 -0.08090 -0.018 -0.040 -0.124
H -5.67160 2.42050 -0.58580 -0.092 -0.084 -0.046
H -6.20030 4.75260 0.02810 -0.096 0.041 -0.018
H -4.49830 6.15090 1.13760 -0.051 0.116 0.015
H -2.26220 5.23600 1.61220 0.017 0.126 0.045
H 0.27870 5.19410 1.67890 0.055 0.044 -0.028
H 1.28960 6.03380 3.75450 0.057 0.124 -0.008
H 1.24500 4.67900 5.80210 0.036 0.034 0.099
H 0.14780 2.46490 5.79860 -0.026 -0.092 0.113
H -0.89820 1.61990 3.71520 0.069 -0.094 0.097
C 2.36140 -1.41220 4.67340 -0.402 0.276 0.133
C 2.97250 -0.41380 3.70810 -0.248 0.012 -0.508
S 2.15160 -0.28400 2.07120 0.487 -0.106 0.251
C 2.44600 -1.93970 1.37040 -0.068 0.419 0.249
C 1.40020 -2.99960 1.68580 -0.339 0.016 0.061
S -0.37930 -2.57050 1.52230 0.336 -0.479 0.619
C -0.77900 -1.47310 2.95300 -0.118 -0.057 -0.487
C -0.42770 -2.02220 4.32810 0.419 0.295 0.162
S 0.69610 -0.92610 5.25820 0.109 -0.247 0.044
H 2.98070 -1.45800 5.57150 0.010 -0.095 -0.065
H 2.30020 -2.41070 4.24720 0.108 -0.039 0.108
H 4.02210 -0.64700 3.51900 -0.003 0.043 0.041
H 2.90070 0.59230 4.12140 0.101 0.015 -0.012
H 3.42550 -2.28670 1.70830 -0.012 0.004 -0.114
H 2.49920 -1.77640 0.29440 0.117 -0.176 0.244
H 1.50020 -3.41450 2.68790 0.080 -0.055 -0.089
H 1.51610 -3.81380 0.96910 -0.030 -0.140 0.091
H -1.85500 -1.34420 2.83590 -0.070 -0.027 0.007
H -0.29990 -0.50910 2.79090 -0.148 -0.201 0.044
H 0.01660 -3.01380 4.30360 -0.094 -0.128 0.008
H -1.31860 -2.06950 4.95110 -0.026 -0.117 -0.019
F 0.84830 -0.11860 -4.23910 -0.111 0.051 0.225
C 2.09430 -0.54260 -3.97290 -0.276 0.013 -0.469
F 2.94000 0.17170 -4.69300 0.038 0.015 0.310
F 2.12940 -1.80710 -4.35750 0.061 -0.118 0.130
S 2.31920 -0.33090 -2.10930 0.121 0.262 0.022
O 1.51620 0.81720 -1.75080 0.464 -0.076 -0.009
O 1.72880 -1.56240 -1.60670 -0.054 -0.600 -0.227
N 3.76610 -0.04730 -1.67880 0.046 -0.194 -0.029
S 4.88310 -1.10340 -2.14850 0.448 0.308 -0.008
O 5.48800 -1.78890 -1.05990 0.219 0.203 0.255
O 4.39810 -1.84970 -3.26200 0.275 -0.376 -0.570
C 6.06780 0.19370 -2.79180 -0.026 0.360 -0.004
F 5.41560 0.94540 -3.68050 -0.027 -0.092 -0.141
F 7.15670 -0.28510 -3.37370 -0.193 -0.423 0.150
F 6.43260 0.98290 -1.78590 0.073 -0.080 0.217
C -4.08740 -3.35840 -4.54830 -0.119 -0.103 -0.077
C -3.02790 -2.93860 -3.60450 0.745 -0.045 0.073
C -1.66480 -3.20040 -3.82410 -0.140 0.155 0.094
C -0.75750 -2.67090 -2.93240 -0.026 -0.292 -0.310
N -1.17680 -1.97690 -1.87810 -0.282 -0.325 -0.398
C -2.50970 -1.82900 -1.69810 0.588 -0.165 -0.037
S -2.86000 -0.97650 -0.25060 -1.075 0.107 0.578
N -3.42180 -2.27520 -2.52280 -0.634 0.116 0.050
H -3.79190 -4.24310 -5.10070 -0.036 -0.114 -0.115
H -4.27950 -2.55530 -5.25930 0.029 0.066 -0.076
H -5.00610 -3.53000 -3.99790 -0.100 -0.092 -0.007
H -1.32970 -3.77340 -4.67200 0.024 -0.042 -0.095
H 0.31110 -2.79550 -3.02560 0.041 -0.023 -0.096
```
Forces are in eV/Å.

Summary:
**E_LUMO**: -2.44 eV
**HOMO-LUMO gap**: 0.32315 hartree
**HOMO energy**: -0.41296 Ha
**Max |F|**: 1.5 eV/A
**E**: -162526.03763 eV
**Total charge**: +1

=====

# 3
Entry from the OMol25 dataset: a molecular structure, C38H39BrIrN7O5S2Si (ωB97M-V with the def2-TZVPD basis set).

```
94
Properties=species:S:1:pos:R:3:forces:R:3
Ir -1.36266 -0.89103 -0.66306 0.117 -0.045 -0.085
C -0.01745 0.23582 -7.48370 0.050 0.020 -0.044
Si -1.17096 -0.16659 -6.06627 0.003 0.041 0.048
C -2.61870 1.00732 -6.06014 -0.057 0.022 -0.021
C -1.73985 -1.93974 -6.21551 0.018 -0.060 -0.011
C -0.18944 0.05682 -4.46682 0.038 -0.010 -0.013
C 1.09465 0.58423 -4.45084 -0.059 -0.035 -0.003
C 1.80812 0.73198 -3.26103 -0.056 -0.003 -0.015
C 1.21527 0.32074 -2.08939 0.100 -0.052 0.081
N -0.01157 -0.20115 -2.07395 -0.093 0.040 0.067
C -0.72047 -0.30683 -3.21813 -0.041 0.067 -0.131
S -2.30640 -0.89267 -2.83026 0.020 -0.062 -0.055
H -0.46571 -0.09408 -8.42405 0.000 0.034 0.010
H 0.94456 -0.27295 -7.38502 -0.022 -0.008 -0.024
H 0.17019 1.30901 -7.56664 0.020 -0.023 0.015
H -3.14966 0.97615 -7.01503 0.000 -0.003 0.018
H -2.28589 2.03375 -5.89089 -0.008 -0.010 -0.012
H -3.32299 0.74661 -5.26815 0.009 0.019 -0.003
H -2.01092 -2.16005 -7.25130 -0.019 0.002 0.022
H -2.60559 -2.13450 -5.58251 0.011 -0.007 0.007
H -0.94821 -2.63237 -5.91997 -0.008 0.001 -0.022
H 1.55735 0.89608 -5.38060 -0.006 -0.009 0.012
H 2.79871 1.16337 -3.24576 -0.011 -0.027 -0.014
H 1.72949 0.40932 -1.14161 -0.057 -0.019 -0.045
Br -0.03073 4.59057 4.90644 0.011 -0.054 -0.041
C -0.47484 2.82310 5.44066 -0.014 0.137 -0.072
C -1.55027 2.19007 4.84467 -0.018 -0.183 -0.072
C -1.83905 0.87417 5.17011 -0.154 0.152 -0.064
C -1.05922 0.20706 6.10624 -0.138 -0.159 0.041
C -0.03357 0.88728 6.75351 0.088 -0.074 0.048
C 0.28610 2.19025 6.40755 0.010 -0.065 0.029
N -1.28134 -1.13810 6.57422 -0.124 -0.182 -0.145
N -1.67002 -2.08421 5.86319 0.121 0.314 0.044
C -1.85302 -2.00834 4.44424 0.242 0.140 0.017
C -2.99282 -2.60238 3.95325 -0.050 0.019 -0.012
C -3.36208 -2.52386 2.60592 -0.106 -0.022 0.145
C -2.54881 -1.87119 1.69670 -0.095 -0.091 -0.118
O -2.87120 -1.67015 0.45189 -0.060 -0.105 -0.026
C -1.27981 -1.41819 2.16273 0.231 0.131 0.120
N -0.45898 -0.88629 1.20729 -0.168 0.452 0.146
C 0.66230 -0.30614 1.56843 0.089 -0.211 0.009
C 1.10834 -0.32151 2.89955 0.000 -0.048 -0.095
C 0.34313 -0.91969 3.85687 0.078 0.005 0.036
C -0.92486 -1.44345 3.52345 -0.047 -0.199 0.004
H -2.14386 2.67563 4.08723 -0.031 0.113 -0.072
H -2.66272 0.39501 4.65773 0.035 -0.050 0.062
H 0.52319 0.36607 7.52302 -0.006 0.021 -0.010
H 1.10577 2.70654 6.88790 -0.008 -0.003 -0.002
H -3.64397 -3.09673 4.66464 -0.009 0.010 -0.021
H -4.30506 -2.93148 2.26678 0.001 0.022 0.010
H 1.25608 0.15896 0.79268 -0.033 0.063 0.010
H 2.05619 0.13341 3.14093 0.058 0.007 0.001
H 0.70029 -0.96927 4.87494 0.016 -0.041 -0.030
C 5.42615 -0.00230 0.74756 0.004 0.033 0.003
C 4.46343 1.15024 0.64765 0.003 -0.035 -0.028
C 4.05535 1.63508 -0.59049 0.020 0.061 0.012
C 3.13288 2.67053 -0.68647 0.040 0.027 0.078
C 2.61007 3.22012 0.47188 -0.004 -0.045 -0.059
C 3.02212 2.77185 1.72057 0.021 0.026 0.019
C 3.94696 1.74585 1.79919 -0.039 -0.018 0.025
S 1.42786 4.53382 0.35852 0.145 -0.029 0.005
O 1.35314 4.90887 -1.02404 -0.011 0.015 -0.007
O 1.76913 5.48362 1.37861 -0.018 -0.003 0.042
N 0.00922 3.83618 0.79369 -0.114 0.215 0.021
C -1.07788 3.78008 -0.20630 0.029 -0.065 0.036
C -2.30793 3.17413 0.44524 -0.132 0.084 -0.097
C -2.23984 1.66180 0.59960 -0.081 0.022 0.089
O -2.50318 1.12981 1.66842 0.095 0.005 0.078
O -1.91098 1.07501 -0.50456 0.167 -0.074 0.064
H 6.05738 -0.07027 -0.13779 -0.006 0.003 -0.002
H 4.88572 -0.94718 0.84339 -0.002 0.001 0.003
H 6.07010 0.09497 1.62150 -0.004 0.005 -0.006
H 4.47594 1.20661 -1.49394 -0.004 -0.007 0.020
H 2.82008 3.06617 -1.64404 0.002 -0.025 0.019
H 2.63582 3.24141 2.61750 -0.021 -0.015 -0.014
H 4.28472 1.40404 2.77139 -0.003 0.001 -0.009
H -0.27907 4.23276 1.68614 0.021 -0.118 -0.071
H -0.75259 3.15266 -1.03330 -0.018 0.001 -0.010
H -1.30283 4.77019 -0.60491 0.042 0.053 0.067
H -3.17550 3.40509 -0.17771 0.015 -0.043 -0.017
H -2.48871 3.61754 1.42521 -0.025 0.006 0.025
N 0.45606 -6.79592 -1.23933 -0.007 0.025 -0.036
C 0.06197 -5.50068 -1.12998 0.023 -0.033 0.011
C -1.28495 -5.13460 -1.22943 -0.020 0.001 -0.007
C -1.64036 -3.81286 -1.11524 0.003 0.002 -0.015
N -0.74622 -2.83483 -0.90831 0.030 -0.023 0.037
C 0.54546 -3.17780 -0.81494 -0.034 0.022 -0.035
C 0.98946 -4.47152 -0.91986 0.025 -0.036 -0.004
H -0.21794 -7.53094 -1.34036 -0.008 0.002 0.009
H 1.41758 -7.05310 -1.12206 0.003 0.002 0.014
H -2.05207 -5.87933 -1.39530 0.008 0.005 0.005
H -2.67109 -3.49524 -1.17497 -0.002 -0.008 0.009
H 1.24025 -2.36504 -0.64845 0.000 -0.006 0.002
H 2.04726 -4.68323 -0.83639 -0.011 -0.003 0.003
```
Forces are in eV/Å.

Summary:
**E_LUMO**: -0.19 eV
**HOMO-LUMO gap**: 0.25992 hartree
**HOMO energy**: -0.26691 Ha
**Max |F|**: 0.5 eV/A
**E**: -163140.48608 eV
**Energy relative to the best compared isomer or geometry (same formula, charge and spin)**: 8.8 kJ/mol